# 1
Formula: C6H9N
Source: the Open Molecules 2025 dataset
Level of theory: ωB97M-V/def2-TZVPD

CARTESIAN COORDINATES (ANGSTROEM)
C -1.43 1.87 -0.11
C -0.44 0.70 -0.03
C -0.31 -0.60 0.56
C -0.48 -2.11 0.00
C 1.09 -0.74 0.76
C 1.77 0.16 0.02
N 0.83 1.06 -0.42
H -2.26 1.83 0.60
H -1.83 2.01 -1.12
H -0.92 2.83 0.13
H 0.51 -2.60 -0.14
H -0.80 -2.05 -1.04
H -1.05 -2.84 0.58
H 1.45 -1.55 1.37
H 2.76 0.10 -0.39
H 1.09 1.95 -0.79

As for the molecular weight: 95.14 g mol⁻¹. As for the total energy: -288.66354 a.u. The value obtained for the energy above the lowest of the compared OMol25 structures with the same formula, charge and spin is 74.36 kcal per mole. Its SMILES is Cc1cc[nH]c1C. For the lowest unoccupied orbital energy, the calculation gives 1.0 eV. The value obtained for the largest force on an atom is 0.0180 hartree/bohr. For the orbital gap, the calculation gives 8.495 eV.

=====

# 2
Formula: C35H50BrCrN3O7SSi3
Source: the Open Molecules 2025 dataset
Level of theory: ωB97M-V/def2-TZVPD

CARTESIAN COORDINATES (ANGSTROEM)
Cr -1.09 -0.06 -0.53
O -3.42 -3.59 -1.93
C -2.66 -4.52 -1.31
C -2.77 -5.85 -1.69
C -2.00 -6.81 -1.06
C -1.11 -6.45 -0.06
C -1.00 -5.12 0.32
C -1.77 -4.15 -0.29
C -1.80 -2.68 0.08
O -1.42 -1.92 -1.00
N -0.92 -2.40 1.23
N -0.35 -1.13 1.23
C 0.27 -0.86 2.32
C 1.07 0.31 2.66
Br 1.71 1.41 1.30
C 1.43 0.53 3.94
C 0.89 -0.13 5.14
C -0.44 -0.54 5.24
C -0.90 -1.15 6.39
C -0.05 -1.34 7.47
C 1.26 -0.89 7.40
C 1.72 -0.29 6.25
H -2.99 -2.72 -1.79
H -3.46 -6.11 -2.48
H -2.09 -7.85 -1.36
H -0.49 -7.20 0.42
H -0.30 -4.83 1.09
H -2.83 -2.42 0.38
H -1.37 -2.59 2.11
H 0.26 -1.62 3.10
H 2.19 1.29 4.13
H -1.14 -0.35 4.43
H -1.94 -1.46 6.45
H -0.42 -1.81 8.37
H 1.93 -1.02 8.25
H 2.75 0.06 6.19
C 2.65 6.43 3.00
C 1.57 5.69 2.27
C 0.62 4.94 2.96
C -0.36 4.23 2.29
C -0.40 4.25 0.90
C 0.52 5.01 0.20
C 1.50 5.72 0.88
S -1.61 3.26 0.03
O -2.89 3.79 0.46
O -1.26 3.36 -1.37
N -1.40 1.78 0.50
C -2.07 1.42 1.74
C -2.88 0.14 1.52
O -3.42 -0.42 2.46
O -2.89 -0.26 0.29
H 2.55 6.32 4.08
H 2.62 7.50 2.77
H 3.64 6.07 2.72
H 0.65 4.91 4.04
H -1.09 3.66 2.84
H 0.48 5.03 -0.88
H 2.23 6.29 0.32
H -2.75 2.20 2.09
H -1.35 1.22 2.54
C -3.35 0.93 -2.43
O -2.00 0.56 -2.23
Si -0.69 0.65 -3.33
C -0.36 2.39 -3.91
C -1.28 -0.16 -4.93
C 0.53 -0.15 -2.24
Si 2.16 0.76 -2.22
C 3.49 -0.16 -1.24
C 2.08 2.53 -1.53
C 2.90 1.05 -3.95
Si 0.85 -1.96 -2.62
C 1.51 -2.94 -1.14
C 2.27 -2.23 -3.88
C -0.49 -2.94 -3.53
H -3.89 0.10 -2.90
H -3.39 1.81 -3.07
H -3.79 1.15 -1.47
H -1.30 2.86 -4.19
H 0.25 2.32 -4.82
H 0.12 3.04 -3.19
H -1.76 0.60 -5.56
H -1.97 -0.98 -4.80
H -0.42 -0.55 -5.48
H 3.09 -0.70 -0.40
H 4.23 0.55 -0.87
H 4.02 -0.88 -1.87
H 2.89 2.70 -0.82
H 1.14 2.76 -1.05
H 2.21 3.24 -2.34
H 2.64 0.28 -4.68
H 3.99 1.09 -3.89
H 2.56 2.01 -4.35
H 2.60 -2.95 -1.17
H 1.17 -3.97 -1.20
H 1.20 -2.56 -0.17
H 3.23 -1.79 -3.62
H 2.00 -1.89 -4.88
H 2.40 -3.31 -3.93
H -0.49 -3.96 -3.14
H -0.25 -2.99 -4.59
H -1.49 -2.55 -3.41

As for the molecular weight: 873.02 g mol⁻¹. Its spin multiplicity is 4. As for the charge: -1. As for the total energy: -6940.05260 a.u. The value obtained for the energy above the lowest of the compared OMol25 structures with the same formula, charge and spin is 0.00 kcal per mole. For the lowest unoccupied orbital energy (alpha / beta), the calculation gives 1.6 / 1.5 eV. The value obtained for the largest force on an atom is 0.0222 hartree/bohr. For the orbital gap (alpha / beta), the calculation gives 7.231 / 7.155 eV. The expectation value of S² is 3.788.

=====

# 3
Formula: C4H4N2O
Source: the Open Molecules 2025 dataset
Level of theory: ωB97M-V/def2-TZVPD

CARTESIAN COORDINATES (ANGSTROEM)
O 1.12 0.37 2.21
C 0.60 0.15 1.14
C -0.68 -0.53 0.92
C -1.25 -0.50 -0.29
N -0.78 0.26 -1.36
C 0.40 0.75 -1.20
N 1.24 0.52 -0.10
H -1.11 -1.08 1.76
H -2.16 -1.06 -0.51
H 1.77 -0.24 -0.58
H 0.84 1.36 -1.99

As for the molecular weight: 96.09 g mol⁻¹. As for the total energy: -339.53779 a.u. The value obtained for the energy above the lowest of the compared OMol25 structures with the same formula, charge and spin is 27.54 kcal per mole. Its SMILES is O=c1ccnc[nH]1. For the lowest unoccupied orbital energy, the calculation gives -0.2 eV. The value obtained for the largest force on an atom is 0.0325 hartree/bohr. For the orbital gap, the calculation gives 9.655 eV.

=====

Q: Number 1 is which compound?
A: C6H9N

=====

Q: largest force on an atom of number 3 (C4H4N2O)?
A: 0.0325 hartree/bohr

=====

Q: Which of these has the lowest molecular weight?
A: C6H9N